No. 1
The following is a DFT calculation (ωB97M-V/def2-TZVPD) of the ion CH6IN4 with charge +1.

The geometry in XYZ format:
```
12
CH6IN4, DFT ωB97M-V/def2-TZVPD
C -0.3442 0.5240 -0.8728
N -0.3450 0.0406 0.7087
N 0.7102 0.3346 1.3011
N 0.7899 0.0541 2.5485
N -0.6747 -0.6602 -1.6912
I 1.5863 1.3372 -1.4721
H -1.1169 1.2822 -0.9496
H -0.0002 -0.3570 3.0478
H 1.6438 0.2809 3.0330
H 0.0935 -1.3458 -1.6472
H -0.8061 -0.3903 -2.6760
H -1.5365 -1.1003 -1.3303
```

Calculated values
**Structure (SMILES)**: N/N=N/[C@H]([NH3+])I
**Net charge**: +1
**HOMO level**: -13.72 eV
**E_tot**: -558.09357 hartree
**Kohn-Sham gap**: 10.022 eV

No. 2
The following is a DFT calculation (ωB97M-V/def2-TZVPD) of a structure of composition C42H53CaI2N11O5S4Si.

The geometry in XYZ format:
```
119
C42H53CaI2N11O5S4Si, DFT ωB97M-V/def2-TZVPD
Ca -1.7204 0.8491 -0.6767
I -3.5530 0.7419 -3.9819
C -2.1646 -0.3803 -5.1370
I -0.1582 -0.2184 -4.4866
H -2.2282 -0.0088 -6.1521
H -2.4735 -1.4172 -5.0779
C -5.5379 -1.7209 2.7146
N -5.0414 -0.6845 1.8144
C -4.2604 -0.8050 0.7446
N -3.9032 0.3908 0.3091
C -4.5368 1.2316 1.1731
N -5.2325 0.6197 2.0968
C -4.4062 -2.3638 3.4769
C -4.1650 -2.0349 4.8037
C -3.1053 -2.6156 5.4910
C -2.2771 -3.5261 4.8607
C -2.5150 -3.8602 3.5291
C -3.5779 -3.2828 2.8445
C -1.6621 -4.8360 2.8573
N -0.7146 -5.5597 3.3402
N -0.2278 -6.3223 2.2899
C -0.9151 -5.9937 1.2532
O -1.8495 -5.0448 1.5294
C -0.7905 -6.4532 -0.1257
C 0.1049 -7.4676 -0.4484
C 0.2310 -7.8604 -1.7711
C -0.5045 -7.2296 -2.7646
C -1.3893 -6.2066 -2.4431
C -2.1397 -5.4824 -3.5362
N -2.6355 -4.2019 -3.0739
C -1.9304 -3.0917 -2.8382
N -2.6742 -2.1970 -2.2164
C -3.8697 -2.8346 -2.1071
N -3.8854 -4.0543 -2.5950
C -1.5440 -5.8366 -1.1178
H -6.1028 -2.4489 2.1308
H -6.2248 -1.2115 3.3878
H -3.9472 -1.7459 0.3262
H -4.4692 2.3043 1.1148
H -4.8080 -1.3229 5.3048
H -2.9312 -2.3579 6.5260
H -1.4544 -3.9915 5.3850
H -3.7728 -3.5841 1.8230
H 0.6871 -7.9351 0.3326
H 0.9196 -8.6513 -2.0334
H -0.3743 -7.5262 -3.7982
H -2.9991 -6.0491 -3.8946
H -1.4758 -5.3001 -4.3836
H -0.8992 -2.9764 -3.1278
H -4.7497 -2.3875 -1.6771
H -2.2457 -5.0589 -0.8473
C -2.7579 4.1376 -2.5787
C -2.5445 4.2968 -1.1146
N -2.2138 3.3229 -0.3076
C -2.0156 3.7869 0.9759
C -2.2599 5.1147 1.1440
S -2.6788 5.8189 -0.3503
C -1.4862 2.8898 2.0065
C -1.0874 3.2746 3.2503
S -0.5105 1.9265 4.1168
C -0.8195 0.9234 2.7707
N -1.3271 1.5478 1.7416
C -0.5031 -0.5315 2.8054
H -1.8834 3.6463 -3.0109
H -2.9033 5.1020 -3.0602
H -3.6415 3.5288 -2.7699
H -2.1712 5.6984 2.0419
H -1.0864 4.2632 3.6716
H -0.1577 -0.8327 3.7933
H 0.2907 -0.7466 2.0871
H -1.3845 -1.1246 2.5553
O 0.3157 2.7640 -2.4725
N 0.0380 1.7551 -1.8275
S 0.0369 -2.8393 -0.1806
C -0.6586 -1.4956 -0.2494
C 3.8437 -0.1758 1.6248
C 4.1518 1.2786 1.9623
C 5.6261 1.5905 1.7551
C 3.7249 1.5989 3.3885
O 3.3637 2.1393 1.1269
Si 3.0895 2.1575 -0.4749
S 1.3890 0.8903 -0.8317
O 2.7873 3.6444 -1.0024
C 2.3715 4.8821 -0.4105
C 3.5052 5.4187 0.4501
C 2.0685 5.8101 -1.5776
C 1.1174 4.6329 0.4152
O 4.3705 1.5177 -1.2437
C 4.7703 1.6270 -2.6286
C 5.4725 2.9655 -2.8193
C 5.7335 0.4728 -2.8592
C 3.5626 1.5131 -3.5512
H 4.4057 -0.8460 2.2757
H 4.1163 -0.3945 0.5919
H 2.7779 -0.3727 1.7572
H 6.2339 1.0012 2.4421
H 5.8150 2.6467 1.9475
H 5.9262 1.3619 0.7341
H 4.2872 0.9998 4.1046
H 2.6609 1.3929 3.5161
H 3.9000 2.6527 3.6041
H 4.4080 5.5336 -0.1496
H 3.7168 4.7384 1.2744
H 3.2380 6.3943 0.8581
H 2.9677 5.9790 -2.1697
H 1.7055 6.7738 -1.2190
H 1.3116 5.3533 -2.2145
H 1.3323 3.9428 1.2344
H 0.3536 4.1966 -0.2284
H 0.7453 5.5671 0.8382
H 6.3074 3.0522 -2.1240
H 4.7806 3.7866 -2.6416
H 5.8584 3.0468 -3.8357
H 6.5789 0.5446 -2.1754
H 6.1129 0.4893 -3.8807
H 5.2294 -0.4790 -2.6898
H 2.8214 2.2860 -3.3380
H 3.0890 0.5370 -3.4342
H 3.8823 1.6259 -4.5874
```

Calculated values
**Net charge**: +1
**HOMO level (spin up / spin down)**: -8.43 / -9.56 eV
**2S+1**: 2
**E_tot**: -5766.03476 hartree
**Kohn-Sham gap (spin up / spin down)**: 5.275 / 6.399 eV
**Expectation value of S²**: 0.76

Question: E_tot of number 1 (CH6IN4)?
Answer: -558.09357 hartree

Question: What is the formula in the first record?
Answer: CH6IN4